# 1
The following is a quantum chemistry calculation of C14H14N2NiO3S as an isolated structure in a non-equilibrium geometry, from OMol25.

Computed properties:
Charge: -2
E_tot in a.u.: -2783.4420
Strongest force on any atom in hartree/bohr: 0.055
Highest occupied orbital energy (spin up / spin down) in eV: 1.478 / 0.405
Spin multiplicity: 3
Relative energy (zero: lowest compared OMol25 entry of this formula, charge and spin) in kcal per mole: 12.8
Orbital gap (spin up / spin down) in eV: 3.57 / 4.65

```
35
Properties=species:S:1:pos:R:3:lowdin_charge:R:1
C 3.744 1.162 -0.595 -0.24
C 3.826 -0.141 -1.207 -0.23
C 3.369 -1.106 -0.260 -0.18
C 2.990 -0.426 0.913 -0.19
C 3.187 0.969 0.717 -0.21
Ni 1.987 0.485 -0.820 0.33
N 0.786 1.806 -1.234 -0.17
C 0.456 1.121 -2.444 -0.51
C 1.420 -0.049 -2.740 -0.21
H 3.441 -2.191 -0.373 0.09
H 4.273 -0.364 -2.175 0.09
H 2.729 -0.903 1.859 0.10
H 3.087 1.736 1.486 0.09
H 4.090 2.099 -1.029 0.09
H 2.257 0.095 -3.455 0.00
H 0.631 1.820 -3.257 0.04
H 0.327 2.544 -0.690 -0.01
H 1.054 -1.096 -2.806 0.01
H -0.533 0.660 -2.562 0.06
O -2.274 -2.850 3.369 -0.36
S -2.285 -2.700 1.923 0.60
O -2.944 -3.688 1.070 -0.36
N -0.818 -2.344 1.366 -0.08
C -0.629 -1.092 0.862 -0.48
O 0.377 -0.520 0.438 0.02
C -1.897 -0.334 0.969 -0.13
C -2.187 0.971 0.574 0.01
C -3.460 1.485 0.806 -0.09
C -4.446 0.699 1.426 -0.11
C -4.169 -0.625 1.798 -0.07
C -2.894 -1.082 1.533 -0.25
H -1.428 1.555 0.085 0.09
H -3.747 2.503 0.534 0.09
H -5.441 1.089 1.635 0.08
H -4.883 -1.289 2.284 0.11
```

---

# 2
The following is a quantum chemistry calculation of C14H14N2O4Ti as an isolated structure in a non-equilibrium geometry, from OMol25.

Computed properties:
E_tot in a.u.: -1801.6070
Strongest force on any atom in hartree/bohr: 0.124
Highest occupied orbital energy (spin up / spin down) in eV: -7.680 / -7.683
Spin multiplicity: 1
Relative energy (zero: lowest compared OMol25 entry of this formula, charge and spin) in kcal per mole: 39.5
Orbital gap (spin up / spin down) in eV: 6.50 / 6.50

```
35
Properties=species:S:1:pos:R:3:lowdin_charge:R:1
C -0.459 0.807 -3.976 -0.22
C 0.941 0.960 -3.684 -0.16
C 1.086 1.720 -2.500 -0.09
C -0.223 2.084 -2.038 -0.15
C -1.188 1.601 -3.017 -0.25
Ti -1.040 -0.334 -1.890 1.03
N -2.842 0.068 -1.364 -0.17
C 0.526 -1.935 -2.932 -0.18
C 1.862 -1.712 -2.819 0.03
H 2.025 2.090 -2.079 0.11
H 1.769 0.562 -4.268 0.09
H -0.400 2.895 -1.333 0.12
H -2.231 1.917 -3.091 0.10
H -0.890 0.323 -4.853 0.10
H 2.486 -1.332 -3.626 0.07
H 0.144 -2.744 -2.279 0.08
H -3.721 -0.417 -1.648 -0.07
H 2.361 -1.887 -1.868 0.08
H 0.022 -1.864 -3.916 0.08
O -0.689 1.078 -0.087 -0.07
C -0.314 0.016 0.489 -0.51
O -0.254 -1.085 -0.216 -0.14
C -0.028 -0.060 1.958 -0.10
C 0.838 -1.017 2.525 0.01
C 0.908 -1.142 3.911 0.03
C 0.120 -0.279 4.718 -0.14
C -0.680 0.736 4.146 0.03
C -0.715 0.849 2.764 0.01
N 0.064 -0.441 6.138 -0.32
O 0.724 -1.354 6.685 0.06
O -0.666 0.357 6.781 0.05
H 1.488 -1.624 1.897 0.12
H 1.529 -1.897 4.404 0.12
H -1.281 1.400 4.767 0.12
H -1.268 1.659 2.296 0.13
```

---

# 3
The following is a quantum chemistry calculation of C14H14NO5Pd as an isolated structure in a non-equilibrium geometry, from OMol25.

Computed properties:
Charge: +3
E_tot in a.u.: -1099.1898
Strongest force on any atom in hartree/bohr: 0.222
Highest occupied orbital energy (spin up / spin down) in eV: -19.179 / -21.035
Spin multiplicity: 5
Relative energy (zero: lowest compared OMol25 entry of this formula, charge and spin) in kcal per mole: 0.0
Orbital gap (spin up / spin down) in eV: 6.47 / 5.85

```
35
Properties=species:S:1:pos:R:3:lowdin_charge:R:1
O 0.553 4.541 -0.284 0.04
C 0.094 4.231 0.716 0.00
Pd -0.578 -0.695 0.177 0.73
C -0.249 -2.741 0.313 -0.02
O -0.251 -3.875 0.137 0.23
C 0.819 0.072 -2.057 -0.03
O 1.116 0.183 -3.175 0.35
C 1.244 0.007 -0.702 -0.31
O 2.250 0.229 -0.046 0.20
C -2.399 -0.397 0.491 -0.18
O -3.561 -0.377 0.071 0.17
H -1.609 -0.446 -1.031 0.17
C -2.884 -0.098 4.313 0.03
N -2.838 0.542 2.970 -0.21
C -4.087 1.386 2.811 0.05
C -1.573 1.359 2.813 -0.06
C -0.302 0.532 3.267 -0.14
C 0.323 0.646 4.520 0.08
C 1.350 -0.247 4.820 0.08
C 1.846 -1.182 3.952 0.06
C 1.288 -1.253 2.636 0.00
C 0.194 -0.417 2.306 0.03
H -2.754 0.705 5.034 0.12
H -2.092 -0.851 4.423 0.11
H -3.878 -0.574 4.457 0.14
H -2.848 -0.173 2.207 0.09
H -4.013 2.221 3.507 0.13
H -4.186 1.733 1.772 0.12
H -4.957 0.764 3.075 0.13
H -1.513 1.677 1.742 0.12
H -1.683 2.228 3.456 0.15
H -0.033 1.422 5.211 0.17
H 1.785 -0.217 5.788 0.15
H 2.688 -1.919 4.158 0.19
H 1.647 -1.928 1.854 0.11
```

---

# 4
The following is a quantum chemistry calculation of C14H15AlCsF4INO8V as an isolated structure in a non-equilibrium geometry, from OMol25.

Computed properties:
E_tot in a.u.: -3102.1781
Strongest force on any atom in hartree/bohr: 0.188
Highest occupied orbital energy in eV: -7.825
Spin multiplicity: 1
Orbital gap in eV: 1.20

```
46
Properties=species:S:1:pos:R:3:lowdin_charge:R:1
O -2.911 2.914 -1.814 -0.10
C -3.875 1.980 -2.045 -0.63
I -5.834 2.571 -2.935 0.84
C -3.712 0.384 -1.701 -0.16
C -2.211 -0.232 -1.987 -0.02
C -1.315 0.102 -3.360 0.07
C 0.176 -0.635 -3.534 0.00
C 0.817 -1.651 -2.381 -0.22
C -0.111 -1.926 -1.059 -0.37
C -1.593 -1.253 -0.864 0.02
C -2.171 -1.825 0.559 -0.18
O -3.167 -1.384 1.332 0.02
N -1.271 -3.000 0.899 0.01
C -1.798 -4.394 0.613 -0.08
O -1.853 -4.726 -0.833 -0.19
O -3.067 -4.480 -1.261 -0.06
C 0.115 -2.824 0.294 -0.32
O 1.319 -3.223 0.712 -0.06
H -4.084 0.132 -0.614 0.14
H -4.450 -0.200 -2.434 0.12
H -1.746 0.837 -4.182 0.13
H 0.789 -0.425 -4.512 0.10
H 1.855 -2.183 -2.478 0.11
H -1.021 -5.158 1.088 0.18
H -2.857 -4.539 1.125 0.18
H -3.000 -4.542 -2.261 0.15
Cs 1.663 -0.348 -0.155 1.37
F -4.580 6.169 -1.515 -0.28
Al -5.221 5.687 0.097 0.09
F -6.304 6.982 0.724 -0.27
F -3.851 5.443 1.240 -0.28
F -6.151 4.152 -0.062 -0.32
C 8.409 0.685 1.303 -0.04
C 7.488 1.904 1.129 -0.59
C 6.670 2.109 2.415 -0.04
O 6.642 1.638 0.149 0.02
H 7.851 -0.238 1.507 0.09
H 9.023 0.516 0.409 0.08
H 9.094 0.844 2.144 0.09
H 8.154 2.776 1.055 0.13
H 6.047 1.239 2.661 0.09
H 6.010 2.983 2.337 0.09
H 7.338 2.282 3.267 0.09
O -5.297 -0.847 5.009 -0.56
V -3.770 -1.715 4.976 1.18
O -2.243 -2.583 4.943 -0.61
```

---

# 5
The following is a quantum chemistry calculation of C14H15B11Br6NO4PdSe as an isolated structure, from OMol25.

Computed properties:
Charge: -1
E_tot in a.u.: -19145.4849
Strongest force on any atom in hartree/bohr: 0.016
Highest occupied orbital energy in eV: -6.335
Spin multiplicity: 1
Relative energy (zero: lowest compared OMol25 entry of this formula, charge and spin) in kcal per mole: 0.0
Orbital gap in eV: 7.02

```
53
Properties=species:S:1:pos:R:3:lowdin_charge:R:1
Pd -0.821 -1.473 -0.290 0.50
Br 1.959 -1.814 0.413 0.94
B 2.578 0.022 0.647 -0.88
B 3.953 0.658 -0.251 -0.26
C 3.597 2.309 -0.410 0.05
B 2.307 1.227 -0.615 -0.26
B 2.088 2.805 0.180 -0.26
B 3.597 3.209 1.028 -0.26
B 4.748 1.882 0.761 -0.26
B 4.089 0.417 1.500 -0.91
Br 5.238 -0.969 2.249 0.83
B 3.871 2.002 2.292 -0.91
Br 4.778 2.454 3.957 0.83
B 2.218 2.574 1.933 -0.91
Br 1.201 3.676 3.179 0.83
B 1.437 1.346 0.912 -0.86
Br -0.491 1.010 0.994 0.95
B 2.522 0.841 2.234 -0.96
Br 1.873 -0.041 3.840 0.86
H 4.572 0.078 -1.068 0.16
H 3.962 2.803 -1.298 0.18
H 1.824 1.018 -1.667 0.16
H 1.463 3.652 -0.348 0.16
H 3.981 4.322 1.054 0.16
H 5.891 2.121 0.611 0.16
O -0.605 -0.920 -4.294 0.07
C -1.038 -0.710 -3.178 -0.62
O -0.307 -0.707 -2.101 -0.19
C -2.470 -0.247 -3.010 -0.17
C -2.813 0.677 -2.029 -0.03
C -4.133 1.052 -1.854 0.01
C -5.092 0.463 -2.665 -0.15
C -4.777 -0.446 -3.663 0.01
C -3.446 -0.781 -3.843 -0.02
N -6.505 0.803 -2.444 -0.35
O -7.342 0.223 -3.112 0.06
O -6.772 1.572 -1.540 0.06
H -2.039 1.075 -1.385 0.07
H -4.425 1.773 -1.107 0.12
H -5.560 -0.867 -4.274 0.12
H -3.145 -1.465 -4.625 0.12
Se -2.612 -2.975 -0.842 0.77
C -0.204 -3.127 3.165 -0.10
C -1.065 -2.091 2.915 -0.11
C -1.861 -2.107 1.754 -0.24
C -1.772 -3.173 0.837 -0.76
C -0.850 -4.217 1.111 -0.14
C -0.104 -4.201 2.259 -0.09
H 0.423 -3.115 4.047 0.10
H -1.136 -1.251 3.592 0.10
H -2.636 -1.364 1.615 0.09
H -0.747 -5.008 0.381 0.10
H 0.603 -4.997 2.455 0.11
```

---

# 6
The following is a quantum chemistry calculation of C14H15BaClN2O7S2Sb as an isolated structure in a non-equilibrium geometry, from OMol25.

Computed properties:
Charge: -1
E_tot in a.u.: -2701.2074
Strongest force on any atom in hartree/bohr: 0.051
Highest occupied orbital energy in eV: -5.124
Spin multiplicity: 1
Relative energy (zero: lowest compared OMol25 entry of this formula, charge and spin) in kcal per mole: 0.0
Orbital gap in eV: 7.23

```
43
Properties=species:S:1:pos:R:3:lowdin_charge:R:1
Ba 3.146 2.306 0.440 1.85
O 2.221 0.001 -5.844 0.12
C 1.269 -0.856 -5.564 -0.52
O 0.803 -1.600 -6.399 0.05
C 0.732 -0.857 -4.158 -0.05
C -0.364 -1.580 -3.750 -0.59
Cl -1.320 -2.695 -4.601 0.81
N -0.567 -1.311 -2.434 -0.08
N 0.363 -0.470 -1.943 0.17
C 1.147 -0.179 -2.962 -0.12
C 2.295 0.784 -2.703 -0.56
O 2.960 1.176 -3.674 0.03
O 2.474 1.139 -1.486 -0.42
C -1.586 -1.833 -1.556 -0.19
C -2.912 -1.874 -1.962 -0.05
C -3.878 -2.368 -1.096 -0.08
C -3.525 -2.804 0.170 -0.09
C -2.198 -2.741 0.578 -0.09
C -1.226 -2.256 -0.283 -0.02
H 2.493 0.548 -5.036 0.06
H -3.183 -1.506 -2.942 0.10
H -4.913 -2.399 -1.412 0.10
H -4.284 -3.186 0.843 0.10
H -1.918 -3.076 1.569 0.10
H -0.185 -2.190 0.011 0.11
O 4.109 1.888 2.701 -0.69
S 4.605 3.290 2.620 -0.11
O 5.196 3.411 1.264 -0.68
O 5.478 3.678 3.696 -0.39
S 2.925 4.436 2.572 0.05
C -2.548 0.885 2.801 -0.35
Sb -0.511 1.449 2.264 1.21
C 0.360 -0.374 3.019 -0.34
C -0.130 2.561 4.062 -0.36
H -2.585 0.528 3.833 0.00
H -2.904 0.100 2.131 -0.02
H -3.208 1.751 2.702 -0.01
H 0.080 -0.514 4.065 0.01
H 1.449 -0.308 2.950 0.00
H 0.014 -1.233 2.439 -0.03
H -0.513 2.025 4.935 0.00
H -0.611 3.541 3.998 0.00
H 0.950 2.712 4.145 -0.03
```